Here is C57H57Cl2N4OP2RuTe as an isolated structure at a distorted geometry from the Open Molecules 2025 dataset. Energies are from wB97M-V/def2-TZVPD.

For the gap between HOMO and LUMO (alpha / beta), the calculation gives 5.676 / 5.665 eV. The highest occupied orbital energy (alpha / beta) is -8.999 / -8.995 eV. As for the charge: +1.

```
125
Properties=species:S:1:pos:R:3:forces:R:3:lowdin_charge:R:1
Ru -0.1782 0.1235 0.3556 1.00 -0.30 -0.67 0.722
C -1.3606 -1.9641 -2.4716 0.17 -0.02 -0.25 0.132
P 1.6361 -0.8781 -0.7446 0.73 -0.26 -0.26 0.729
C 1.8046 -0.4051 -2.5285 -0.29 0.22 0.12 -0.414
C 1.0363 0.6596 -3.0133 0.08 -0.14 -0.07 -0.123
C 1.1773 1.1075 -4.3167 -0.01 -0.01 0.02 -0.077
C 2.0904 0.4904 -5.1640 0.03 -0.01 -0.01 -0.080
C 2.8766 -0.5477 -4.6899 0.00 -0.04 0.06 -0.070
C 2.7349 -0.9926 -3.3788 -0.03 -0.06 0.00 -0.087
C 2.8754 -2.5178 1.9085 0.12 0.01 -0.03 -0.406
C 3.3605 -1.4354 2.6384 -0.05 -0.01 -0.06 -0.161
C 3.1015 -1.3449 4.0015 -0.07 -0.05 0.01 -0.090
C 2.3671 -2.3353 4.6363 0.04 0.00 -0.07 -0.072
C 1.8729 -3.4072 3.8994 -0.06 0.05 0.03 -0.078
C 2.1161 -3.4973 2.5370 -0.07 -0.07 -0.15 -0.117
C -2.2387 -1.3719 -1.6742 -0.01 0.17 -0.02 -0.347
C -3.6870 -1.5782 -1.6588 0.29 -0.13 0.00 0.005
C -4.2078 -0.5710 -0.9529 -0.08 0.48 0.11 0.011
C -3.0837 0.2450 -0.4838 -0.42 0.23 -0.27 -0.325
C -3.1904 1.5201 0.2699 0.09 -0.14 0.16 -0.224
P -1.5539 1.8946 1.0514 0.20 0.21 0.14 0.934
C -2.1234 2.6994 2.5903 -0.13 0.01 -0.09 -0.366
C -2.6285 4.0019 2.5827 0.02 -0.04 0.07 -0.079
C -3.2119 4.5325 3.7240 0.01 -0.02 -0.03 -0.060
C -3.3075 3.7685 4.8808 0.01 0.02 0.00 -0.068
C -2.8108 2.4740 4.8976 0.02 -0.03 -0.02 -0.073
C -2.2299 1.9415 3.7529 -0.01 0.02 0.01 -0.119
C -0.8717 3.2681 0.0672 -0.13 0.04 0.01 -0.373
C -0.0391 4.2187 0.6602 -0.05 -0.01 -0.07 -0.121
C 0.5693 5.1933 -0.1159 -0.02 -0.02 0.00 -0.069
C 0.3631 5.2228 -1.4894 0.01 0.03 0.03 -0.066
C -0.4483 4.2714 -2.0881 -0.01 -0.07 -0.01 -0.071
C -1.0607 3.2943 -1.3144 0.01 0.07 0.04 -0.113
N -1.9297 -0.2355 -0.8526 -0.13 -0.84 0.56 -0.010
H -1.6753 -2.7676 -3.1275 0.02 0.04 0.05 0.096
H -0.3436 -1.5966 -2.5360 0.00 -0.15 0.03 0.038
H 0.3199 1.1365 -2.3549 -0.01 0.07 0.03 0.062
H 0.5878 1.9438 -4.6740 -0.04 -0.05 0.01 0.100
H 2.1889 0.8212 -6.1905 0.04 0.03 0.04 0.105
H 3.6159 -1.0075 -5.3337 -0.03 -0.02 -0.01 0.106
H 3.3627 -1.8013 -3.0247 -0.03 0.01 -0.02 0.076
H 3.9517 -0.6635 2.1554 -0.01 0.00 0.01 0.094
H 3.4971 -0.5072 4.5647 0.00 -0.02 -0.03 0.109
H 2.1930 -2.2870 5.7039 0.01 0.00 0.00 0.110
H 1.3178 -4.1963 4.3938 -0.02 0.04 -0.02 0.112
H 1.7277 -4.3471 1.9893 0.07 0.01 0.05 0.090
H -4.2082 -2.3748 -2.1684 0.07 0.05 -0.06 0.124
H -5.2505 -0.3500 -0.7805 0.05 0.01 0.06 0.119
H -3.9500 1.4440 1.0491 -0.03 0.01 0.00 0.104
H -3.4952 2.3264 -0.4031 -0.08 -0.02 -0.01 0.107
H -2.5756 4.5973 1.6794 0.02 0.02 0.03 0.111
H -3.6016 5.5425 3.7084 0.00 -0.03 -0.01 0.112
H -3.7840 4.1782 5.7624 0.06 0.01 0.00 0.111
H -2.8803 1.8755 5.7976 -0.03 0.00 -0.02 0.109
H -1.8858 0.9157 3.7511 0.03 0.03 0.04 0.071
H 0.1275 4.1985 1.7310 0.02 0.01 -0.01 0.105
H 1.2106 5.9299 0.3517 -0.02 -0.02 0.00 0.114
H 0.8321 5.9913 -2.0902 0.01 -0.03 0.00 0.110
H -0.6038 4.2863 -3.1598 -0.01 0.01 0.03 0.108
H -1.6880 2.5494 -1.7931 0.02 0.01 -0.03 0.096
Cl 2.5686 3.0535 4.7890 0.04 0.02 0.05 0.544
C 1.2836 1.8944 4.4430 0.16 0.01 -0.13 -0.965
Cl 1.3659 1.3350 2.7510 0.09 0.28 0.70 0.597
H 0.3312 2.3846 4.6044 -0.06 -0.03 -0.02 0.008
H 1.4147 1.0338 5.0897 -0.03 -0.01 0.03 0.019
N -2.8829 -5.3952 4.6827 -0.01 -0.03 0.02 0.188
C -2.4277 -4.5634 4.0364 0.11 0.23 -0.17 -0.156
C -1.8475 -3.5162 3.2246 -0.16 -0.24 0.21 -0.209
C -1.7120 -3.6774 1.8541 0.04 -0.02 -0.13 0.020
C -1.1546 -2.6472 1.1192 0.01 -0.29 0.08 -0.117
N -0.7301 -1.5072 1.6729 -0.46 0.67 -1.00 -0.042
C -0.8454 -1.3695 2.9916 0.15 0.00 0.33 -0.133
C -1.4057 -2.3382 3.8050 0.12 0.09 0.00 0.008
H -2.0454 -4.5835 1.3674 0.03 0.02 -0.03 0.131
H -1.0430 -2.7304 0.0496 0.02 0.03 0.04 0.072
H -0.4543 -0.4535 3.4089 0.00 -0.01 -0.06 0.055
H -1.4928 -2.1774 4.8702 0.04 0.02 -0.01 0.133
C 3.2658 2.6603 0.3862 -0.02 -0.04 -0.09 -0.035
C 3.2460 1.2203 -0.0773 0.06 0.02 0.16 -0.677
O 4.2717 0.7059 -0.5117 0.05 -0.14 -0.08 -0.035
N 2.0641 0.5518 0.0207 -1.46 0.04 0.33 -0.328
Te 3.9035 -2.5946 0.0279 0.27 -0.38 0.43 1.781
C 5.1639 -4.0597 1.0911 0.01 0.22 0.08 -0.288
C 6.3037 -3.5286 1.7057 0.05 0.06 -0.13 -0.298
C 6.9062 -2.1788 1.3675 -0.10 -0.15 0.07 -0.067
C 6.9804 -4.2881 2.6631 0.04 0.10 0.00 -0.012
C 6.5507 -5.5454 3.0355 0.00 -0.12 0.01 -0.257
C 7.2354 -6.3240 4.1269 -0.04 0.01 -0.06 -0.042
C 5.4478 -6.0786 2.3710 0.01 -0.01 0.04 -0.010
C 4.7497 -5.3686 1.4057 0.00 0.00 -0.06 -0.272
C 3.6063 -6.0761 0.7183 0.04 0.12 0.03 -0.042
C 3.4930 -3.9383 -1.5642 -0.22 0.15 -0.07 -0.375
C 2.2366 -4.4306 -1.8973 -0.16 0.10 0.12 -0.301
C 1.0250 -4.2924 -1.0082 0.09 -0.11 -0.10 -0.084
C 2.0828 -5.0955 -3.1109 -0.07 -0.01 -0.01 -0.002
C 3.1408 -5.2790 -3.9842 0.04 -0.02 -0.05 -0.248
C 2.9479 -5.9454 -5.3197 0.03 0.02 0.05 -0.037
C 4.3925 -4.7986 -3.6077 -0.03 0.02 -0.02 -0.001
C 4.5977 -4.1139 -2.4176 0.04 0.02 -0.02 -0.304
C 5.9756 -3.5580 -2.1344 -0.15 -0.05 0.03 -0.060
H 4.0537 2.7949 1.1279 -0.01 -0.03 0.00 0.083
H 2.3111 2.9727 0.7921 -0.01 0.04 0.01 0.007
H 3.5145 3.2872 -0.4724 0.00 -0.03 0.00 0.089
H 6.2618 -1.5450 0.7635 0.01 0.08 -0.01 0.020
H 7.8341 -2.3202 0.8092 0.00 0.00 0.00 0.091
H 7.1555 -1.6298 2.2762 -0.01 0.00 0.00 0.087
H 7.8622 -3.8638 3.1347 -0.04 -0.01 0.00 0.124
H 8.1639 -5.8465 4.4372 -0.01 -0.01 -0.02 0.077
H 7.4603 -7.3407 3.8015 0.02 0.02 0.00 0.083
H 6.5868 -6.3998 5.0024 0.02 0.00 -0.01 0.086
H 5.1142 -7.0804 2.6264 0.01 0.03 -0.03 0.122
H 3.2934 -6.9435 1.2992 0.00 0.02 0.00 0.087
H 3.9061 -6.4238 -0.2728 -0.02 0.01 0.00 0.095
H 2.7419 -5.4285 0.5784 0.03 -0.07 0.00 0.028
H 1.2353 -3.7273 -0.1019 -0.03 0.00 -0.03 0.005
H 0.6478 -5.2805 -0.7275 0.03 0.02 0.00 0.101
H 0.2228 -3.7778 -1.5432 0.03 0.00 0.04 0.055
H 1.0972 -5.4637 -3.3832 0.05 -0.02 0.03 0.125
H 1.9577 -6.3915 -5.4018 0.02 -0.01 0.01 0.077
H 3.6942 -6.7237 -5.4823 -0.02 -0.01 0.01 0.086
H 3.0573 -5.2179 -6.1264 0.00 0.00 0.01 0.088
H 5.2346 -4.9315 -4.2788 -0.01 -0.01 0.02 0.126
H 6.6577 -3.8237 -2.9390 -0.01 -0.01 -0.01 0.086
H 6.3831 -3.9512 -1.2015 0.00 0.02 0.00 0.071
H 5.9612 -2.4665 -2.0668 0.01 0.02 0.02 0.078
```
Positions in Å, forces in eV/Å.

---

Here is C10H24F3KN3O3P as an isolated structure at a distorted geometry from the Open Molecules 2025 dataset. Energies are from wB97M-V/def2-TZVPD.

For the gap between HOMO and LUMO, the calculation gives 6.155 eV. The highest occupied orbital energy is -6.702 eV. As for the charge: 0.

```
45
Properties=species:S:1:pos:R:3:forces:R:3:lowdin_charge:R:1
K 1.9272 -2.6810 -1.1684 0.22 0.86 -0.86 0.869
C 2.4187 -0.2096 -3.2574 0.74 -2.33 2.09 -0.574
O 0.9970 -0.4088 -3.3931 -1.12 0.19 -0.17 -0.110
O 2.9983 -1.3593 -3.5520 0.20 0.15 -0.41 -0.237
C 2.9025 1.0479 -3.9627 -0.17 -0.36 -1.24 -0.583
F 2.3648 1.1956 -5.1932 -0.33 0.20 -0.03 0.125
F 2.6197 2.1612 -3.2569 -0.22 0.33 0.13 0.120
F 4.2111 1.0396 -4.1637 0.78 0.01 0.33 0.154
C 0.0568 0.4369 -2.7511 1.06 0.99 0.19 -0.286
C -0.4990 1.5230 -3.6760 -0.61 -0.75 -0.33 -0.064
H -1.2433 1.0654 -4.3366 0.12 0.11 -0.13 0.073
H -1.0164 2.3305 -3.1543 0.17 -0.01 0.22 0.067
H 0.2905 1.9262 -4.3015 0.01 0.13 0.09 0.059
H 0.5610 0.9393 -1.9130 -0.15 -0.20 0.14 0.098
H -0.7261 -0.2095 -2.3461 -0.13 0.06 -0.04 0.089
H 2.6601 -0.0324 -2.1699 -0.64 0.96 0.03 0.128
O 0.8874 -0.5741 0.2552 0.54 -1.07 -0.30 -0.341
P -0.1367 -0.4139 1.3023 -0.71 0.68 0.54 0.481
N -1.0590 0.9445 1.1416 -0.65 -0.25 0.41 -0.297
C -2.3111 0.8980 0.3852 0.75 -0.17 -0.66 -0.073
C -0.3783 2.2296 1.2674 0.27 -0.19 0.08 -0.085
N 0.5090 -0.2137 2.8007 0.70 0.63 0.01 -0.299
C -0.1993 0.2851 3.9592 0.41 -0.11 0.57 -0.122
C 1.8008 -0.8271 3.0974 -0.79 -0.99 -0.26 -0.086
N -1.1944 -1.6939 1.3709 -0.09 -0.13 -0.44 -0.288
C -1.2706 -2.6381 0.2563 0.09 0.06 0.24 -0.098
C -2.2997 -1.6910 2.3248 0.20 0.76 -0.05 -0.111
H -3.0112 0.1690 0.7840 -0.12 0.21 0.24 0.061
H -2.1163 0.5955 -0.6523 -0.15 0.21 -0.04 0.074
H -2.7262 1.9009 0.3755 -0.30 -0.09 0.05 0.085
H -0.1448 2.4376 2.3143 -0.07 0.12 -0.03 0.068
H -1.0266 3.0119 0.8830 0.08 0.08 -0.02 0.084
H 0.5687 2.2285 0.7220 -0.09 0.15 -0.14 0.087
H -1.0005 0.9777 3.7184 -0.10 -0.17 -0.23 0.072
H -0.5759 -0.5342 4.5865 -0.17 0.08 -0.08 0.084
H 0.5144 0.8316 4.5855 -0.05 0.04 -0.05 0.087
H 2.2997 -1.0532 2.1581 0.21 0.28 0.05 0.065
H 2.4228 -0.2145 3.7447 -0.03 0.17 -0.04 0.086
H 1.6060 -1.7998 3.5744 0.33 0.12 0.26 0.087
H -1.3294 -2.1295 -0.7085 0.09 -0.06 -0.04 0.079
H -0.4154 -3.3213 0.2769 -0.02 -0.01 -0.13 0.052
H -2.1540 -3.2656 0.3619 -0.06 0.08 0.05 0.087
H -2.4157 -0.6890 2.7448 0.06 0.01 -0.04 0.064
H -2.1419 -2.3394 3.1874 -0.15 -0.41 -0.25 0.086
H -3.2244 -1.8765 1.7784 -0.11 -0.40 0.30 0.085
```
Positions in Å, forces in eV/Å.

---

Here is a 2-piece molecular cluster, C6H9N overall from the Open Molecules 2025 dataset. Energies are from wB97M-V/def2-TZVPD.

Its energy above the lowest of the compared OMol25 structures with the same formula, charge and spin is 49.6 kcal/mol. For the gap between HOMO and LUMO, the calculation gives 9.130 eV. The highest occupied orbital energy is -9.284 eV. As for the charge: 0.

```
16
Properties=species:S:1:pos:R:3:forces:R:3:lowdin_charge:R:1
C -1.2856 -1.0022 0.6449 0.02 0.07 -0.06 0.114
C -0.7511 -0.4210 -0.4309 -0.09 -0.10 0.27 -0.342
N -1.1202 -0.7807 -1.7548 0.18 0.21 -0.12 0.075
C -0.4263 0.0008 -2.5125 -0.12 -0.11 -0.03 -0.143
C 0.4475 0.9238 -1.7748 0.00 0.02 0.16 -0.019
C 0.2525 0.6653 -0.4666 0.00 0.03 -0.11 -0.246
C 0.8656 1.3085 0.7348 0.04 0.02 0.05 -0.049
H -0.9974 -0.7135 1.6524 -0.03 0.00 -0.21 0.046
H -2.0344 -1.7804 0.5308 0.13 0.10 -0.02 0.073
H -0.5152 -0.0456 -3.5967 0.03 -0.01 0.17 0.106
H 1.1034 1.6694 -2.2103 -0.09 -0.13 0.06 0.104
H 1.5703 2.0927 0.4438 -0.11 -0.13 0.03 0.078
H 1.4047 0.5742 1.3458 -0.08 0.10 -0.11 0.079
H 0.0982 1.7610 1.3744 0.11 -0.07 -0.11 0.085
H 0.6792 -2.0243 3.3673 0.02 -0.03 -0.07 0.024
H 0.7088 -2.2280 2.6523 0.01 0.02 0.08 0.014
```
Positions in Å, forces in eV/Å.

---

Here is a 6-piece molecular cluster, C10H33IO6PS overall at a distorted geometry from the Open Molecules 2025 dataset. Energies are from wB97M-V/def2-TZVPD.

For the gap between HOMO and LUMO, the calculation gives 6.391 eV. The highest occupied orbital energy is -11.910 eV. As for the charge: +1.

```
52
Properties=species:S:1:pos:R:3:forces:R:3:lowdin_charge:R:1
O -2.5769 0.5137 0.9994 0.62 -3.16 0.65 -0.415
P -2.2869 -0.7173 2.2079 -1.56 3.26 0.21 0.317
S -1.9675 -2.5636 1.1455 1.49 -1.20 -1.58 0.617
I -0.0958 -0.3238 3.3597 -0.84 -0.27 -1.10 0.574
H -3.0170 0.0764 0.2117 0.50 0.97 1.14 0.049
H -1.3202 -2.1903 -0.0637 -1.02 -0.70 0.95 0.014
H -3.1688 -3.2067 0.8064 0.68 1.17 -0.14 -0.028
C 3.3420 2.4396 0.8807 0.21 0.03 0.00 -0.077
C 2.3651 1.9848 -0.1838 0.19 0.45 0.12 -0.311
O 1.6250 0.8666 0.2829 -0.68 -0.56 0.33 -0.138
H 4.0298 1.6291 1.1432 -0.05 0.10 -0.14 0.079
H 3.9238 3.2986 0.5347 -0.07 -0.08 0.10 0.084
H 2.8133 2.7183 1.7980 -0.01 0.13 -0.10 0.072
H 2.8988 1.6865 -1.0910 -0.15 -0.12 0.15 0.107
H 1.6657 2.7857 -0.4425 0.18 0.09 -0.05 0.089
H 1.1481 1.1443 1.0838 0.35 -0.03 -0.46 -0.008
C 2.2865 -4.1817 4.6259 0.21 -0.02 0.12 -0.092
C 1.0176 -5.0046 4.7092 0.29 0.14 -0.19 -0.320
O -0.1039 -4.1507 4.8807 -0.55 0.37 -0.21 -0.110
H 2.4173 -3.5834 5.5335 -0.02 -0.18 -0.07 0.082
H 3.1612 -4.8256 4.4981 -0.04 0.14 -0.03 0.080
H 2.2391 -3.4805 3.7863 0.06 -0.11 -0.08 0.062
H 1.0598 -5.6882 5.5622 -0.20 0.18 -0.11 0.120
H 0.8729 -5.5959 3.7998 0.15 -0.17 0.05 0.108
H -0.1374 -3.5533 4.1139 0.13 -0.33 0.47 0.023
C -1.9907 4.9854 -1.1748 -0.13 0.13 -0.17 -0.092
C -0.5773 4.4758 -0.9833 -0.34 0.04 0.13 -0.340
O -0.1410 4.7417 0.3415 0.11 -0.23 0.44 -0.091
H -2.0410 6.0620 -0.9820 0.07 -0.16 -0.09 0.083
H -2.3404 4.7921 -2.1928 -0.05 0.03 0.10 0.076
H -2.6752 4.5033 -0.4693 0.02 -0.06 -0.10 0.069
H 0.1070 4.9759 -1.6750 0.02 -0.06 0.26 0.120
H -0.5213 3.3976 -1.1618 -0.01 -0.06 -0.24 0.096
H -0.7503 4.2862 0.9476 0.30 0.34 -0.32 0.084
C 4.6382 0.5466 -4.3552 -0.07 -0.25 0.00 -0.097
C 4.0407 1.9307 -4.2093 0.39 -0.09 -0.14 -0.336
O 4.8845 2.7409 -3.4045 0.24 0.22 0.08 -0.094
H 4.7682 0.0782 -3.3741 -0.09 0.07 -0.10 0.074
H 3.9973 -0.0921 -4.9695 0.11 0.00 0.01 0.074
H 5.6296 0.5993 -4.8168 -0.14 -0.01 -0.07 0.075
H 3.0599 1.8756 -3.7279 0.16 0.16 0.05 0.102
H 3.9195 2.4108 -5.1852 -0.19 -0.12 -0.06 0.109
H 5.7502 2.7906 -3.8449 -0.46 0.01 0.27 0.090
C -5.6549 -3.6822 -1.1394 -0.07 -0.14 0.04 -0.093
C -6.2524 -2.2981 -0.9935 -0.03 -0.36 -0.42 -0.305
O -5.4086 -1.4879 -0.1887 0.87 0.40 0.52 -0.110
H -5.5249 -4.1506 -0.1583 -0.19 0.00 -0.04 0.073
H -6.2958 -4.3209 -1.7537 0.19 0.00 0.07 0.087
H -4.6634 -3.6295 -1.6010 -0.06 0.00 -0.21 0.068
H -7.2332 -2.3532 -0.5121 0.27 0.19 0.05 0.126
H -6.3735 -1.8180 -1.9694 -0.14 -0.12 0.02 0.119
H -4.5428 -1.4383 -0.6291 -0.66 -0.05 -0.10 0.052
```
Positions in Å, forces in eV/Å.

---

> Which value of charge does entry 2 give?

0